# 1
Below is a structure of composition C45H48As2InN10O8SSi, with properties calculated with ωB97M-V with the def2-TZVPD basis set.

## Properties
ΔE to the lowest compared entry with this formula, charge and spin   47.6 kcal per mole
HOMO energy   -8.6 eV
Net charge   +1
Gap between HOMO and LUMO   0.1531 Eh

```
116
Properties=species:S:1:pos:R:3:mulliken_charge:R:1
In -0.0231 1.1653 0.8090 1.22
N -0.9663 0.5353 -2.1549 0.18
N 0.0749 -0.0948 -2.9309 -0.09
C 1.3819 0.1702 -2.8266 0.63
N 2.2685 -0.3887 -3.6920 -0.40
S 2.0848 1.2500 -1.6704 -0.47
H -1.3710 -0.1906 -1.5613 -0.47
H -1.7012 0.8209 -2.8377 0.31
H -0.2673 -0.8538 -3.5439 0.18
H 1.9711 -1.0125 -4.4072 0.20
H 3.2381 -0.0953 -3.7010 0.23
C -0.9661 6.9597 1.8750 -0.58
C 0.3137 6.7225 2.3479 -0.67
C 0.8181 5.4358 2.4009 -0.76
C 0.0054 4.3341 1.9834 -0.24
C -1.3235 4.5823 1.6295 0.04
C -1.8141 5.8935 1.6135 -0.80
N 0.5513 3.0408 1.9142 0.72
N 1.7847 3.0099 2.4325 -0.52
C 2.3292 1.7556 2.4576 0.12
C 3.5400 1.6679 3.1948 -0.41
C 4.0619 0.4345 3.4964 -0.91
C 3.3548 -0.7053 3.1246 -1.08
C 2.2186 -0.6258 2.3192 -0.55
C 1.6933 0.5792 1.9339 0.21
H -1.3285 7.9755 1.7248 0.42
H 0.9368 7.5255 2.7092 0.43
H 1.8321 5.2667 2.6832 0.47
H -1.9911 3.7490 1.3984 0.79
H -2.8324 6.0882 1.3603 0.48
H 3.9822 2.5861 3.5595 0.53
H 4.9677 0.3593 4.0851 0.43
H 3.7071 -1.6662 3.4588 0.54
H 1.7074 -1.5216 2.0402 0.85
N -4.4021 2.0914 0.4472 -0.27
C -3.1863 1.9135 -0.3496 -0.09
N -2.2447 1.4269 0.6283 0.40
C -2.9076 1.3707 1.7819 0.17
N -4.1677 1.8374 1.7493 -0.73
C -2.3652 0.8674 3.0107 -0.01
C -3.1819 0.9575 4.1528 -0.50
N -2.7505 0.4950 5.3006 -0.61
C -1.5393 -0.0682 5.3333 -0.75
C -0.7637 -0.2071 4.2218 -0.35
N -1.1702 0.2520 3.0077 0.92
H -5.0025 2.8989 0.2960 0.33
H -3.3673 1.1509 -1.1364 0.06
H -4.1411 1.4879 4.1062 0.50
H -1.1701 -0.2925 6.3317 0.45
H 0.1850 -0.7394 4.2564 0.29
C -0.9380 2.3170 -6.0812 -0.67
C 0.4099 2.5234 -5.8216 -0.67
C 0.8234 2.9661 -4.5874 -0.31
C -0.1262 3.1163 -3.5751 1.01
C -1.4991 3.0668 -3.8794 -1.11
C -1.8947 2.5980 -5.1187 -0.32
Si 0.4543 2.8956 -1.7768 0.31
C 1.4125 4.4205 -1.2195 0.67
C 0.7736 5.6312 -1.4580 -0.55
C 1.4216 6.8331 -1.2433 -0.59
C 2.7287 6.8391 -0.7663 -0.66
C 3.3477 5.6317 -0.4126 -0.77
C 2.7104 4.4165 -0.6287 -0.20
H -1.2364 1.9186 -7.0449 0.41
H 1.1561 2.3665 -6.5995 0.43
H 1.8553 3.1696 -4.3846 0.52
H -2.2625 3.3618 -3.1637 0.42
H -2.9535 2.5276 -5.3572 0.48
H -2.8223 2.8449 -0.7943 0.06
H -0.2278 5.6304 -1.8537 0.39
H 0.8947 7.7538 -1.4375 0.44
H 3.2831 7.7670 -0.7561 0.42
H 4.3433 5.6205 0.0364 0.41
H 3.2402 3.5013 -0.3614 0.28
C -2.5412 -5.9229 2.9581 -0.50
O -1.3642 -5.2952 3.4971 -0.36
C -0.6624 -4.3782 2.8136 0.27
O -0.0252 -3.5170 3.4126 -0.47
C -0.5921 -4.4783 1.3122 -0.36
C -0.1501 -5.4681 0.5534 0.66
As -0.2941 -5.4354 -1.5054 0.24
C 1.4758 -6.3329 -1.9867 -1.00
C 0.4198 -3.6108 -1.5607 -0.87
C -0.7502 -2.8820 -1.3473 0.56
As -0.8319 -2.5568 0.6161 0.90
C -2.8048 -2.6810 1.0603 -1.62
C -1.9064 -2.6837 -2.2716 0.10
O -2.9938 -2.2953 -1.8309 -0.60
O -1.7877 -3.1405 -3.5502 -0.29
C -3.0675 -3.3417 -4.2658 -0.77
C 1.7248 -3.0665 -1.0521 0.73
O 1.8648 -1.9857 -0.4600 0.06
O 2.7223 -3.9413 -1.2300 -0.23
C 3.9360 -3.6350 -0.3879 -0.68
C 0.1898 -6.8936 0.9157 -0.11
O -0.3214 -7.8458 0.3227 -0.55
O 0.9987 -7.0781 2.0196 -0.35
C 2.2054 -6.3194 2.0008 -0.35
H -2.3476 -6.9647 2.6117 0.27
H -2.9627 -5.3536 2.1354 0.33
H -3.2624 -5.9060 3.7826 0.30
H 1.2568 -7.3416 -2.3316 0.42
H 2.1154 -6.4574 -1.1041 0.14
H 1.9881 -5.7267 -2.7280 0.35
H -3.0652 -3.7371 1.1732 0.33
H -3.3378 -2.2028 0.2470 0.57
H -2.9401 -2.1125 1.9971 0.26
H -2.8167 -3.3535 -5.3343 0.26
H -3.7904 -2.5489 -4.0194 0.34
H -3.4822 -4.3166 -3.9553 0.30
H 4.5618 -4.5205 -0.4798 0.30
H 3.6322 -3.4308 0.6467 0.25
H 4.4103 -2.7229 -0.8035 0.26
H 2.5958 -6.3144 3.0214 0.31
H 2.0652 -5.2619 1.6367 0.03
H 2.9769 -6.8555 1.3913 0.28
```



# 2
Below is a structure of composition C45H48BaN11SSi, with properties calculated with ωB97M-V with the def2-TZVPD basis set.

## Properties
ΔE to the lowest compared entry with this formula, charge and spin   6.0 kcal per mole
HOMO energy (alpha / beta)   -3.2 / -3.2 eV
Net charge   -1
Gap between HOMO and LUMO (alpha / beta)   0.1600 / 0.1600 Eh

```
107
Properties=species:S:1:pos:R:3:mulliken_charge:R:1
Ba -0.6958 -0.1432 0.2987 2.82
C 0.1750 1.0707 6.7145 -0.65
C 0.9945 -0.0552 6.7174 -0.73
C 0.9167 -0.9932 5.7019 -0.10
C 0.0152 -0.7682 4.6734 -0.21
C -0.2432 -1.4393 3.3990 -0.19
N -1.1779 -0.7509 2.7165 -0.98
C -1.6438 0.2594 3.4750 -0.10
N -2.7461 0.9507 3.2590 -0.46
C -3.4451 0.8571 2.1467 -0.59
C -4.8710 1.1600 2.0858 0.32
C -5.7955 1.5679 3.0291 -0.17
C -7.1183 1.6828 2.6322 -0.58
C -7.5136 1.3498 1.3396 -0.58
C -6.5991 0.9056 0.4008 -0.17
C -5.2685 0.8396 0.7734 0.12
C -4.0635 0.3756 0.0962 -0.30
N -4.0594 -0.0198 -1.1636 -0.64
C -3.1434 -0.8248 -1.6621 0.23
N -2.2432 -1.5434 -0.9690 -1.28
C -1.6811 -2.4634 -1.7787 0.30
N -0.8794 -3.4424 -1.4193 -0.51
C -0.3841 -3.5495 -0.1982 -0.60
N -0.3155 -2.6050 0.7586 0.11
C 0.1792 -3.1556 1.8861 -0.76
N 0.3405 -2.5747 3.0615 -0.48
C 0.5103 -4.5550 1.6450 0.17
C 1.0043 -5.5734 2.4425 -0.13
C 1.1552 -6.8276 1.8790 -0.59
C 0.8243 -7.0671 0.5469 -0.63
C 0.3234 -6.0569 -0.2556 -0.10
C 0.1623 -4.8021 0.3022 0.16
C -2.1768 -2.2810 -3.1402 -0.03
C -1.8867 -2.8750 -4.3562 0.05
C -2.4953 -2.3615 -5.4900 -0.57
C -3.3683 -1.2800 -5.4188 -0.74
C -3.6821 -0.6933 -4.2039 0.00
C -3.0889 -1.2090 -3.0684 0.15
N -3.0209 0.4279 0.9411 0.34
C -0.8532 0.3480 4.7002 0.82
C -0.7724 1.2728 5.7255 0.00
H 0.2758 1.7984 7.5073 0.41
H 1.7056 -0.1927 7.5212 0.40
H 1.5494 -1.8678 5.6995 0.56
H -5.4933 1.7674 4.0455 0.53
H -7.8628 2.0090 3.3448 0.40
H -8.5600 1.4271 1.0760 0.39
H -6.9002 0.5976 -0.5878 0.54
H 1.2548 -5.3827 3.4749 0.54
H 1.5400 -7.6416 2.4787 0.39
H 0.9543 -8.0605 0.1400 0.40
H 0.0678 -6.2305 -1.2891 0.55
H -1.1959 -3.7027 -4.4196 0.53
H -2.2850 -2.8010 -6.4565 0.39
H -3.8030 -0.8868 -6.3278 0.39
H -4.3519 0.1510 -4.1361 0.53
H -1.4133 2.1408 5.7419 0.51
N 1.5957 0.9975 2.5898 0.14
N 1.9438 2.2037 3.1940 -0.35
C 1.0996 3.2643 3.2421 0.60
N 1.4973 4.2723 4.0754 -0.55
S -0.3021 3.4095 2.4021 -0.39
H 1.3681 0.2757 3.2725 -0.12
H 2.3366 0.6666 1.9779 0.25
H 2.7337 2.2155 3.8375 0.19
H 2.4640 4.3405 4.3560 0.19
H 0.9924 5.1316 3.9403 0.25
C 3.5313 -0.7913 -0.4343 -1.69
C 3.1959 -0.2616 -1.8326 2.60
C 2.6357 -1.4609 -2.5979 -2.37
C 4.5122 0.1352 -2.5081 -1.92
Si 1.7952 1.1880 -1.6875 -0.62
C 2.7682 2.9012 -1.1820 2.76
C 3.6752 2.6515 0.0234 -2.21
C 3.6267 3.5585 -2.2669 -1.97
C 1.7485 3.9426 -0.7135 -1.97
C 1.0196 1.5102 -3.5077 3.11
C 0.2278 2.8191 -3.5191 -2.36
C 0.0012 0.4099 -3.8111 -2.44
C 2.0118 1.5610 -4.6736 -1.93
H 4.2806 -1.5848 -0.5011 0.52
H 2.6430 -1.2095 0.0404 0.05
H 3.9296 -0.0142 0.2114 0.29
H 3.3255 -2.3073 -2.5333 0.59
H 2.4976 -1.2331 -3.6510 0.32
H 1.6801 -1.7790 -2.1814 0.38
H 5.1629 -0.7379 -2.6203 0.54
H 5.0549 0.8717 -1.9207 0.35
H 4.3383 0.5470 -3.4977 0.26
H 4.4557 1.9316 -0.1979 0.30
H 3.0873 2.2900 0.8590 0.10
H 4.1605 3.5794 0.3401 0.63
H 4.3737 2.8756 -2.6608 0.28
H 4.1519 4.4244 -1.8510 0.56
H 3.0131 3.9162 -3.0892 0.28
H 1.0807 3.5152 0.0291 -0.01
H 1.1426 4.3221 -1.5290 0.31
H 2.2632 4.7959 -0.2619 0.52
H -0.4387 2.8750 -2.6600 0.30
H -0.3830 2.8829 -4.4230 0.55
H 0.8826 3.6860 -3.5098 0.45
H -0.8134 0.4352 -3.0885 0.09
H 0.4443 -0.5798 -3.7805 0.16
H -0.4337 0.5545 -4.8030 0.63
H 2.8047 2.2807 -4.4941 0.27
H 1.4973 1.8559 -5.5929 0.56
H 2.4643 0.5885 -4.8501 0.31
```



# 3
Below is a structure of composition C45H48BaN9O4S2, with properties calculated with ωB97M-V with the def2-TZVPD basis set.

## Properties
ΔE to the lowest compared entry with this formula, charge and spin   66.0 kcal per mole
HOMO energy   -9.6 eV
Net charge   +1
Gap between HOMO and LUMO   0.2571 Eh

```
109
Properties=species:S:1:pos:R:3:mulliken_charge:R:1
Ba 0.1950 -0.7680 -0.0027 3.36
C -3.3736 2.2839 6.0029 -1.62
C -2.4328 1.9528 4.8829 0.21
C -1.4856 2.8112 4.4313 -1.00
C -0.6390 2.4961 3.3198 0.72
C 0.2347 3.5060 2.9173 -0.92
N 0.8117 3.7221 1.7498 0.07
C 0.4020 3.1782 0.4575 0.65
C 0.7053 4.1716 -0.6610 -0.78
C 2.1505 4.1136 -1.1701 -0.81
N 2.3433 2.8505 -1.8804 0.08
C 2.8086 1.7393 -1.3610 -0.72
C 3.6672 1.5995 -0.2483 0.12
C 4.7256 2.4949 0.0545 -0.44
C 5.5474 2.2742 1.1212 0.18
C 6.7385 3.1354 1.4189 -1.70
C 5.2391 1.1667 1.9543 -0.44
C 4.2364 0.2664 1.7060 0.84
C 3.9288 -0.7342 2.7424 -0.65
N 3.2303 -1.7650 2.5464 0.09
C 2.8706 -2.5904 3.6847 -0.99
C 1.3917 -2.9535 3.5699 -0.58
C 0.4897 -1.7247 3.5672 0.58
N -0.7922 -2.0485 2.9583 -0.45
C -1.6924 -1.1673 2.8614 -0.98
C -1.6218 0.2596 3.2970 0.85
C -2.4864 0.6710 4.2659 -0.46
C -0.6604 1.1826 2.7359 0.69
O 0.1679 0.8238 1.8548 -0.94
C 3.4168 0.4321 0.5319 -0.18
O 2.4347 -0.3142 0.2499 -1.09
H -3.2347 3.3081 6.3413 0.38
H -3.2186 1.6224 6.8557 0.34
H -4.4110 2.1700 5.6878 0.35
H -1.3904 3.7912 4.8831 0.37
H 0.4580 4.2723 3.6555 0.46
H 1.4566 4.4996 1.7210 0.39
H -0.6679 2.9631 0.5160 0.29
H 0.8950 2.2188 0.2920 -0.29
H 0.4827 5.1912 -0.3370 0.71
H 0.0298 3.9618 -1.4942 -0.39
H 2.8687 4.1659 -0.3550 0.45
H 2.3515 4.9371 -1.8550 0.45
H 1.6988 2.7050 -2.6587 0.37
H 2.4339 0.8370 -1.8389 0.89
H 4.9261 3.3192 -0.6182 0.61
H 6.7338 4.0366 0.8075 0.38
H 7.6664 2.6000 1.2151 0.34
H 6.7592 3.4335 2.4671 0.37
H 5.8265 1.0307 2.8559 0.45
H 4.3161 -0.4872 3.7426 0.24
H 3.0931 -2.0939 4.6409 0.41
H 3.4635 -3.5085 3.6469 0.41
H 1.1073 -3.6279 4.3789 0.41
H 1.2416 -3.4899 2.6292 0.10
H 0.9768 -0.9064 3.0301 -0.52
H 0.3185 -1.3761 4.5939 0.39
H -2.6526 -1.5014 2.4796 0.65
H -3.2255 -0.0374 4.6260 0.54
C -7.5550 -0.1287 -3.3195 -1.51
C -6.2359 0.0554 -2.6269 1.08
C -5.0884 -0.5808 -3.0904 -1.04
C -3.8683 -0.4053 -2.4582 -0.56
C -3.8029 0.4234 -1.3489 -0.90
C -4.9293 1.0705 -0.8638 -0.19
C -6.1394 0.8782 -1.5071 -0.84
S -2.2700 0.5929 -0.4982 2.14
O -2.3976 1.7223 0.3976 -1.11
O -2.0501 -0.6989 0.1614 -0.77
N -1.0715 0.7395 -1.5114 -0.27
C -1.0484 1.7655 -2.4273 0.04
C -2.0417 2.7495 -2.5587 -0.31
C -1.9077 3.7118 -3.5338 -0.71
C -0.7936 3.6976 -4.3678 -0.72
C 0.1433 2.7078 -4.1482 -0.39
N 0.0465 1.7777 -3.1971 -0.57
H -7.5143 -0.9432 -4.0386 0.36
H -7.8384 0.7789 -3.8538 0.31
H -8.3447 -0.3441 -2.6011 0.38
H -5.1519 -1.2264 -3.9562 0.34
H -2.9812 -0.9114 -2.8133 0.35
H -4.8479 1.7093 0.0036 0.56
H -7.0261 1.3744 -1.1348 0.41
H -2.8997 2.7609 -1.9021 0.43
H -2.6712 4.4688 -3.6482 0.44
H -0.6576 4.4265 -5.1510 0.45
H 1.0292 2.6452 -4.7710 0.58
C -1.6637 -4.0233 -5.0944 -0.83
N -0.7328 -4.7237 -4.2352 0.28
C -0.1754 -5.9565 -4.4924 -0.66
C 0.6415 -6.2463 -3.4685 -0.39
N 0.5886 -5.1796 -2.5760 0.50
C -0.2604 -4.2190 -3.0653 -0.50
S -0.7842 -2.7582 -2.4352 -0.38
C 1.4011 -5.1477 -1.4089 0.51
C 1.6341 -6.3500 -0.7520 -0.68
C 2.5292 -6.3477 0.3014 -0.60
C 3.1254 -5.1534 0.6680 -0.69
C 2.7715 -4.0035 -0.0186 -0.15
N 1.9267 -3.9905 -1.0496 -0.23
H -1.9253 -4.6801 -5.9204 0.29
H -1.2093 -3.1080 -5.4733 0.30
H -2.5570 -3.7589 -4.5300 0.34
H -0.4114 -6.5168 -5.3756 0.44
H 1.2771 -7.0920 -3.3059 0.50
H 1.1230 -7.2526 -1.0467 0.50
H 2.7461 -7.2656 0.8300 0.43
H 3.8375 -5.1009 1.4749 0.48
H 3.1763 -3.0435 0.2705 0.33
```